(1)
The following is a quantum chemistry calculation of a 5-piece molecular cluster, C21H42BClF5N2O10 overall in a non-equilibrium geometry, from the OMol25 dataset.

The value obtained for the HOMO-LUMO gap is 7.87 eV. The calculation puts the HOMO energy at -5.8 eV.

Geometry as ORCA input:
```
! wB97M-V def2-TZVPD RIJCOSX def2/J DEFGRID3
* xyz -1 1
C 4.5814 -1.9777 1.5782
C 4.0264 -0.5581 1.7921
O 4.6234 0.3575 1.3414
O 2.9018 -0.4600 2.5285
C 1.7354 -0.0393 1.7287
C 0.7879 0.8558 2.5496
C -0.6561 1.0663 1.9574
C -1.1836 2.3508 2.6773
C -1.6623 2.1311 4.1209
O -1.1305 1.4680 4.9423
O -1.5180 0.0533 2.4899
B -1.7442 -1.0299 1.5064
C -3.3023 -1.2190 0.9469
C -3.4376 -1.2542 -0.5612
O -4.0126 -0.4679 -1.1675
Cl -2.7152 -2.6180 -1.5467
C -1.1886 -2.3912 2.2588
F -2.1109 -2.6836 3.2543
F 0.0106 -2.2485 2.8912
C -1.1025 -3.6874 1.4092
F -0.3162 -3.5416 0.3600
F -2.2822 -4.1879 1.0970
F -0.5082 -4.6532 2.1741
O -1.0035 -0.5062 0.3369
C -0.9095 0.8856 0.3930
N -2.1681 1.5697 0.0176
C 0.1180 1.5177 -0.5927
N 0.8277 0.4935 -1.3837
H 5.4051 -1.9724 0.8583
H 4.9259 -2.3770 2.5462
H 3.7356 -2.5995 1.2407
H 1.2758 -0.9505 1.3294
H 2.1455 0.5826 0.9144
H 1.3355 1.7832 2.7775
H 0.6372 0.3447 3.5156
H -1.9959 2.8693 2.1430
H -0.3593 3.0907 2.7496
H -2.5799 2.7020 4.4306
H -3.8860 -0.3373 1.2663
H -3.8127 -2.0824 1.4090
H -2.8572 1.4777 0.7654
H -1.9953 2.5727 -0.0309
H 0.8194 2.1125 0.0370
H -0.3641 2.1791 -1.3271
H 1.6950 0.9549 -1.6639
H 1.0824 -0.3002 -0.8042
C 5.7189 2.4490 -2.5148
C 4.5003 1.9794 -1.7425
O 3.9619 0.7966 -2.3233
H 5.4587 2.6452 -3.5577
H 6.1322 3.3606 -2.0776
H 6.4938 1.6782 -2.5160
H 3.7199 2.7416 -1.7598
H 4.7540 1.7729 -0.6990
H 4.6423 0.1145 -2.3029
C 8.9520 -0.1747 -4.6594
C 9.3248 0.4231 -3.3155
O 8.4281 -0.0161 -2.3004
H 7.9330 0.1050 -4.9313
H 9.6317 0.1669 -5.4426
H 8.9857 -1.2665 -4.6194
H 9.2696 1.5108 -3.3530
H 10.3445 0.1383 -3.0347
H 8.4821 -0.9774 -2.2576
C -8.0061 -3.8950 -1.2039
C -6.8804 -2.9234 -0.8956
O -6.3040 -3.2223 0.3714
H -8.7758 -3.8448 -0.4312
H -8.4628 -3.6724 -2.1709
H -7.6348 -4.9231 -1.2210
H -7.2563 -1.9013 -0.8586
H -6.0996 -2.9759 -1.6611
H -5.9629 -4.1230 0.3311
C -6.1197 1.9874 -0.4649
C -5.9305 3.0393 0.6120
O -4.9565 4.0048 0.2161
H -5.1776 1.4806 -0.6749
H -6.8581 1.2434 -0.1585
H -6.4527 2.4472 -1.4006
H -5.5794 2.5811 1.5368
H -6.8743 3.5569 0.8200
H -5.2701 4.4173 -0.5960
*
```

Mulliken atomic charges, in units of e: number 1, C, carries -0.99; number 2, C, carries 0.81; number 3, O, carries -0.54; number 4, O, carries -0.40; number 5, C, carries 0.24; number 6, C, carries -1.94; number 7, C, carries 1.60; number 8, C, carries -1.18; number 9, C, carries -0.13; number 10, O, carries -0.44; number 11, O, carries -0.34; number 12, B, carries -0.24; number 13, C, carries -0.80; number 14, C, carries 0.57; number 15, O, carries -0.50; number 16, Cl, carries -0.31; number 17, C, carries 0.78; number 18, F, carries -0.37; number 19, F, carries -0.27; number 20, C, carries 0.43; number 21, F, carries -0.22; number 22, F, carries -0.22; number 23, F, carries -0.33; number 24, O, carries -0.29; number 25, C, carries 1.16; number 26, N, carries -0.58; number 27, C, carries -1.19; number 28, N, carries -0.67; number 29, H, carries 0.29; number 30, H, carries 0.30; number 31, H, carries 0.29; number 32, H, carries -0.11; number 33, H, carries 0.33; number 34, H, carries 0.41; number 35, H, carries 0.45; number 36, H, carries 0.36; number 37, H, carries 0.37; number 38, H, carries 0.34; number 39, H, carries 0.18; number 40, H, carries 0.64; number 41, H, carries -0.01; number 42, H, carries 0.31; number 43, H, carries 0.31; number 44, H, carries 0.43; number 45, H, carries 0.19; number 46, H, carries 0.22; number 47, C, carries -0.98; number 48, C, carries 0.14; number 49, O, carries -0.55; number 50, H, carries 0.32; number 51, H, carries 0.36; number 52, H, carries 0.02; number 53, H, carries 0.30; number 54, H, carries 0.11; number 55, H, carries 0.28; number 56, C, carries -0.99; number 57, C, carries -0.26; number 58, O, carries -0.49; number 59, H, carries 0.25; number 60, H, carries 0.33; number 61, H, carries 0.32; number 62, H, carries 0.28; number 63, H, carries 0.30; number 64, H, carries 0.28; number 65, C, carries -1.23; number 66, C, carries 0.04; number 67, O, carries -0.48; number 68, H, carries 0.29; number 69, H, carries 0.36; number 70, H, carries 0.35; number 71, H, carries 0.19; number 72, H, carries 0.20; number 73, H, carries 0.28; number 74, C, carries -0.86; number 75, C, carries -0.40; number 76, O, carries -0.51; number 77, H, carries 0.28; number 78, H, carries 0.21; number 79, H, carries 0.44; number 80, H, carries 0.24; number 81, H, carries 0.36; number 82, H, carries 0.28

---

(2)
The following is a quantum chemistry calculation of a 3-piece molecular cluster, C21H42BrFN2O5S overall in a non-equilibrium geometry, from the OMol25 dataset.

The value obtained for the energy above the lowest of the compared OMol25 structures with the same formula, charge and spin is 20.7 kcal/mol. The value obtained for the HOMO-LUMO gap (alpha / beta) is 7.86 / 8.76 eV. Its expectation value of S² is 2.01. The calculation puts the HOMO energy (alpha / beta) at -8.5 / -9.4 eV.

Geometry as ORCA input:
```
! wB97M-V def2-TZVPD RIJCOSX def2/J DEFGRID3
* xyz 0 3
O -0.0717 4.2533 -1.3462
S 0.4809 5.0787 -2.3792
O 2.0856 5.2845 -1.9678
Br 2.7143 3.5787 -1.6049
O -0.1691 6.5715 -2.1666
C -1.5369 6.4888 -2.6226
C -2.4890 6.3671 -1.4290
C -3.4978 5.2596 -1.6093
F -4.5636 5.7033 -2.3828
H -1.6659 5.5891 -3.2254
H -1.7581 7.3264 -3.2657
H -1.8733 6.1321 -0.5759
H -3.0440 7.2838 -1.2834
H -3.0158 4.3918 -2.0505
H -3.8943 4.9451 -0.6495
C 2.7675 -1.5588 -2.5207
C 3.9696 -0.8118 -1.8742
C 5.2261 -1.6955 -1.8499
C 5.2852 -2.7164 -0.7139
C 4.9676 -2.0529 0.6247
C 3.6305 -1.3171 0.6001
N 3.5842 -0.3288 -0.5170
O 4.2941 0.7027 -0.2057
C 2.4970 -2.3501 0.4798
C 3.3927 -0.6216 1.9341
C 4.2585 0.3617 -2.7980
H 1.9343 -1.6906 -1.8368
H 2.3559 -0.9933 -3.3562
H 3.0495 -2.5438 -2.8949
H 6.1064 -1.0512 -1.7606
H 5.3212 -2.2054 -2.8097
H 4.6020 -3.5472 -0.9081
H 6.2854 -3.1521 -0.6742
H 4.9543 -2.8026 1.4180
H 5.7716 -1.3545 0.8782
H 1.5251 -1.8566 0.4265
H 2.4891 -2.9946 1.3584
H 2.5909 -3.0099 -0.3793
H 4.2024 0.0558 2.1984
H 3.3179 -1.3672 2.7248
H 2.4608 -0.0543 1.9159
H 3.4249 1.0607 -2.7781
H 4.3930 0.0066 -3.8192
H 5.1643 0.8980 -2.5209
C -2.8137 -0.0575 3.2150
C -2.3222 -0.5629 1.8284
C -3.2375 -0.0663 0.6987
C -4.5263 -0.8617 0.4995
C -4.2314 -2.3575 0.4428
C -3.4579 -2.8414 1.6663
N -2.2028 -2.0521 1.8543
O -1.3352 -2.4286 0.9799
C -4.3750 -2.7440 2.8990
C -3.1345 -4.3233 1.5273
C -0.9608 0.0955 1.6218
H -3.0821 -0.8657 3.8889
H -2.0288 0.4902 3.7352
H -3.6769 0.6041 3.1288
H -2.6803 -0.0989 -0.2427
H -3.4768 0.9841 0.8715
H -5.2444 -0.6360 1.2924
H -5.0004 -0.5499 -0.4331
H -5.1648 -2.9178 0.3593
H -3.6621 -2.5760 -0.4660
H -3.8466 -3.0527 3.8020
H -5.2294 -3.4083 2.7705
H -4.7826 -1.7498 3.0651
H -2.5879 -4.5432 0.6127
H -4.0600 -4.8976 1.5016
H -2.5433 -4.6739 2.3743
H -0.2334 -0.2676 2.3496
H -1.0636 1.1726 1.7511
H -0.5628 -0.0769 0.6233
*
```

Mulliken atomic charges, in units of e: number 1, O, carries -0.43; number 2, S, carries 0.57; number 3, O, carries -0.40; number 4, Br, carries 0.35; number 5, O, carries -0.37; number 6, C, carries -0.72; number 7, C, carries -0.40; number 8, C, carries -0.39; number 9, F, carries -0.32; number 10, H, carries 0.44; number 11, H, carries 0.41; number 12, H, carries 0.36; number 13, H, carries 0.34; number 14, H, carries 0.31; number 15, H, carries 0.28; number 16, C, carries -1.53; number 17, C, carries 1.97; number 18, C, carries -1.55; number 19, C, carries -0.43; number 20, C, carries -1.43; number 21, C, carries 2.02; number 22, N, carries 0.64; number 23, O, carries -0.63; number 24, C, carries -2.06; number 25, C, carries -1.87; number 26, C, carries -1.87; number 27, H, carries 0.16; number 28, H, carries 0.49; number 29, H, carries 0.31; number 30, H, carries 0.40; number 31, H, carries 0.41; number 32, H, carries 0.27; number 33, H, carries 0.43; number 34, H, carries 0.41; number 35, H, carries 0.36; number 36, H, carries 0.38; number 37, H, carries 0.48; number 38, H, carries 0.34; number 39, H, carries 0.39; number 40, H, carries 0.45; number 41, H, carries 0.33; number 42, H, carries 0.30; number 43, H, carries 0.46; number 44, H, carries 0.37; number 45, C, carries -1.78; number 46, C, carries 2.27; number 47, C, carries -1.49; number 48, C, carries -0.50; number 49, C, carries -1.26; number 50, C, carries 1.71; number 51, N, carries 0.39; number 52, O, carries -0.55; number 53, C, carries -1.89; number 54, C, carries -1.94; number 55, C, carries -2.39; number 56, H, carries 0.33; number 57, H, carries 0.48; number 58, H, carries 0.35; number 59, H, carries 0.40; number 60, H, carries 0.42; number 61, H, carries 0.29; number 62, H, carries 0.41; number 63, H, carries 0.41; number 64, H, carries 0.36; number 65, H, carries 0.39; number 66, H, carries 0.42; number 67, H, carries 0.41; number 68, H, carries 0.38; number 69, H, carries 0.43; number 70, H, carries 0.44; number 71, H, carries 0.59; number 72, H, carries 0.52; number 73, H, carries 0.39

---

(3)
The following is a quantum chemistry calculation of a 3-piece molecular cluster, C21H42ClF2N2O6PS2Si overall, from the OMol25 dataset.

The value obtained for the HOMO-LUMO gap is 9.41 eV. The calculation puts the HOMO energy at -8.9 eV.

Geometry as ORCA input:
```
! wB97M-V def2-TZVPD RIJCOSX def2/J DEFGRID3
* xyz 0 1
C -3.0949 2.3326 -5.3708
N -2.4030 1.3004 -4.5998
C -1.5112 0.4141 -5.3266
P -2.2916 -1.2405 -5.6206
Cl -3.3255 -0.3479 -7.4696
C -3.9248 -1.7773 -4.9843
C -4.5683 -0.9099 -3.9166
N -5.8086 -0.8773 -3.6862
C -1.2981 -2.0777 -4.2071
F -1.6115 -3.4348 -4.1769
F 0.0287 -2.0320 -4.6302
C -1.4305 -1.4956 -2.8093
C -0.1536 -1.4680 -1.9715
Si -0.4310 -0.7962 -0.2438
C 1.1877 -0.9130 0.7012
C -1.7322 -1.7568 0.6953
C -0.8862 1.0202 -0.3920
C -0.2127 1.8364 -1.3127
C -0.4794 3.1994 -1.4109
C -1.4338 3.7781 -0.5790
C -2.1138 2.9893 0.3406
C -1.8500 1.6246 0.4215
H -3.2684 3.1925 -4.7232
H -4.0677 1.9795 -5.7175
H -2.5200 2.6425 -6.2488
H -1.8935 1.7210 -3.8361
H -0.5929 0.2580 -4.7581
H -1.2297 0.8022 -6.3104
H -1.6585 -2.0922 -6.5215
H -4.6045 -1.7855 -5.8368
H -3.8216 -2.7983 -4.6125
H -3.9336 -0.2793 -3.3021
H -6.3246 -1.4771 -4.3336
H -2.1996 -2.0800 -2.2950
H -1.8176 -0.4781 -2.8938
H 0.2852 -2.4685 -1.8845
H 0.6038 -0.8460 -2.4594
H 1.9698 -0.3694 0.1617
H 1.5024 -1.9513 0.8187
H 1.0688 -0.4576 1.6866
H -1.2517 -2.6475 1.1116
H -2.0994 -1.1702 1.5394
H -2.5797 -2.0889 0.0938
H 0.5500 1.4015 -1.9551
H 0.0582 3.8123 -2.1247
H -1.6369 4.8396 -0.6490
H -2.8558 3.4268 0.9989
H -2.3803 1.0319 1.1558
O -0.8036 1.2231 3.1799
S 0.4424 1.6304 3.7571
O 1.3886 0.6218 4.1264
O 0.1537 2.5823 4.9916
C -0.7952 2.1145 5.9828
C -0.1987 1.0863 6.9191
C 1.2189 2.8056 2.7102
H -1.6778 1.7333 5.4682
H -1.0802 3.0176 6.5177
H 0.0208 0.1544 6.4006
H -0.9062 0.8777 7.7219
H 0.7281 1.4587 7.3548
H 0.4968 3.5761 2.4541
H 1.5305 2.2622 1.8196
H 2.0811 3.2182 3.2271
O 6.8510 -0.5130 3.4902
S 6.2321 -1.5373 2.7028
O 5.2716 -1.1647 1.7105
O 5.6164 -2.6284 3.6730
C 4.7667 -2.1569 4.7533
C 3.3778 -1.7910 4.2825
C 7.4606 -2.5567 1.9663
H 5.2639 -1.3191 5.2432
H 4.7480 -2.9903 5.4525
H 3.3907 -0.9156 3.6391
H 2.7451 -1.5675 5.1402
H 2.9363 -2.6159 3.7222
H 8.1673 -2.8624 2.7321
H 7.9516 -1.9517 1.2077
H 6.9724 -3.4142 1.5118
*
```

Mulliken atomic charges, in units of e: number 1, C, carries -1.00; number 2, N, carries 0.07; number 3, C, carries -1.08; number 4, P, carries 0.29; number 5, Cl, carries -0.45; number 6, C, carries -1.06; number 7, C, carries 0.09; number 8, N, carries -0.71; number 9, C, carries 0.28; number 10, F, carries -0.37; number 11, F, carries -0.37; number 12, C, carries 0.00; number 13, C, carries -0.75; number 14, Si, carries -0.04; number 15, C, carries -0.71; number 16, C, carries -1.25; number 17, C, carries 1.22; number 18, C, carries -0.38; number 19, C, carries -0.74; number 20, C, carries -0.64; number 21, C, carries -0.61; number 22, C, carries -0.37; number 23, H, carries 0.37; number 24, H, carries 0.26; number 25, H, carries 0.33; number 26, H, carries 0.08; number 27, H, carries 0.47; number 28, H, carries 0.57; number 29, H, carries 0.20; number 30, H, carries 0.63; number 31, H, carries 0.47; number 32, H, carries 0.53; number 33, H, carries 0.24; number 34, H, carries 0.35; number 35, H, carries -0.25; number 36, H, carries 0.61; number 37, H, carries 0.30; number 38, H, carries 0.36; number 39, H, carries 0.36; number 40, H, carries -0.18; number 41, H, carries 0.39; number 42, H, carries 0.32; number 43, H, carries 0.34; number 44, H, carries 0.35; number 45, H, carries 0.49; number 46, H, carries 0.43; number 47, H, carries 0.41; number 48, H, carries 0.20; number 49, O, carries -0.57; number 50, S, carries 0.94; number 51, O, carries -0.50; number 52, O, carries -0.28; number 53, C, carries -0.32; number 54, C, carries -0.96; number 55, C, carries -0.91; number 56, H, carries 0.29; number 57, H, carries 0.30; number 58, H, carries 0.25; number 59, H, carries 0.40; number 60, H, carries 0.27; number 61, H, carries 0.33; number 62, H, carries 0.28; number 63, H, carries 0.40; number 64, O, carries -0.66; number 65, S, carries 1.20; number 66, O, carries -0.56; number 67, O, carries -0.26; number 68, C, carries -0.52; number 69, C, carries -0.71; number 70, C, carries -0.96; number 71, H, carries 0.36; number 72, H, carries 0.28; number 73, H, carries 0.24; number 74, H, carries 0.35; number 75, H, carries 0.25; number 76, H, carries 0.32; number 77, H, carries 0.37; number 78, H, carries 0.31

---

- Number 1 is which compound?
  C21H42BClF5N2O10

---

- Number 3 is which compound?
  C21H42ClF2N2O6PS2Si

---

- What is the formula in the first record?
  C21H42BClF5N2O10